7
Properties=species:S:1:pos:R:3 method="wB97M-V/def2-TZVPD" orbital_gap_ev=11.165 e_lumo_ev=-7.53 total_energy_ev=-6206.32349 total_charge=+1 de_lowest_kcal_mol=36.4
C -0.9392 -0.5162 0.0026
C 0.8862 0.4357 0.0014
O 0.3565 -0.8437 -0.0019
O -1.0471 0.7584 0.0461
H -1.7906 -1.3272 -0.1188
H 1.4467 0.5605 0.9675
H 1.0876 0.9324 -0.8968

28
Properties=species:S:1:pos:R:3 method="wB97M-V/def2-TZVPD" orbital_gap_ev="7.466 / 7.467" e_lumo_ev="0.50 / 0.50" total_energy_ev=-14266.34483 total_charge=0 smiles="C=C1C=CC=C[C@]12B(N(C)C)N2C" de_lowest_kcal_mol=105.2
B 0.7981 -0.0432 -0.1127
C -3.3579 1.2138 0.6115
C -2.2537 1.3156 1.5183
C -3.2395 0.4541 -0.5078
C -1.1444 0.5664 1.2106
C -2.1101 -0.3945 -0.9422
C -0.8782 -0.2085 -0.0484
C -2.3701 -1.4132 -1.9240
C -0.0709 -2.4216 1.1268
C 2.1413 1.8826 -1.0026
C 3.2266 0.1676 0.3094
N 0.1253 -1.2517 0.2565
N 1.9569 0.6786 -0.2995
H -4.2213 1.7295 1.0228
H -2.3892 2.0281 2.3060
H -3.9790 0.2623 -1.3200
H -0.2451 0.6096 1.8433
H -3.2304 -1.1394 -2.5102
H -1.6365 -2.0113 -2.3719
H 0.7141 -3.1088 0.8201
H 0.1480 -2.1273 2.1691
H -1.0931 -2.6573 0.9461
H 2.4562 2.6652 -0.2339
H 2.7656 1.6195 -1.9359
H 1.2138 2.3567 -1.4400
H 3.6567 -0.8053 -0.0900
H 3.9833 0.9792 0.3752
H 2.9345 -0.2553 1.3342

99
Properties=species:S:1:pos:R:3 method="wB97M-V/def2-TZVPD" orbital_gap_ev=6.793 e_lumo_ev=-6.45 total_energy_ev=-91321.69082 total_charge=+2 de_lowest_kcal_mol=41.9
Au -0.2415 0.1294 -0.0249
O 1.0722 -1.7550 -1.6256
S 2.2376 -2.6538 -1.9972
C 2.9910 -2.9715 -0.4089
C 3.6983 -1.7130 0.0826
C 4.1518 -1.8427 1.5366
C 3.0495 -2.2322 2.5202
S 1.5956 -1.1549 2.5037
O 0.8036 -1.5228 1.2338
C 0.7437 -1.9635 3.8363
C 1.0349 -1.5781 5.1392
C 0.4375 -2.2640 6.1860
C -0.4405 -3.3082 5.9215
C -0.7414 -3.6623 4.6125
C -0.1501 -2.9853 3.5536
C 1.5650 -4.2643 -2.2902
C 2.1230 -5.0365 -3.2980
C 1.6619 -6.3348 -3.4852
C 0.6530 -6.8332 -2.6756
C 0.0836 -6.0371 -1.6840
C 0.5372 -4.7447 -1.4862
H 3.6634 -3.8257 -0.5182
H 2.1458 -3.2329 0.2260
H 3.0104 -0.8676 -0.0051
H 4.5632 -1.5020 -0.5471
H 4.5981 -0.8987 1.8556
H 4.9324 -2.6036 1.6058
H 3.4094 -2.1578 3.5490
H 2.6716 -3.2439 2.3605
H 1.7171 -0.7577 5.3359
H 0.6597 -1.9863 7.2078
H -0.8908 -3.8504 6.7427
H -1.4319 -4.4710 4.4122
H -0.3723 -3.2399 2.5247
H 2.9093 -4.6322 -3.9255
H 2.0940 -6.9522 -4.2617
H 0.3019 -7.8469 -2.8185
H -0.7100 -6.4319 -1.0625
H 0.0956 -4.1058 -0.7287
N -0.0689 2.1733 -0.3057
S -0.9084 3.3016 0.5727
C -1.1582 4.6057 -0.5846
C -0.1006 5.0801 -1.3581
C -0.3529 6.0979 -2.2596
C -1.6379 6.6255 -2.3774
C -2.6800 6.1362 -1.6039
C -2.4466 5.1102 -0.6965
C 0.3240 3.9735 1.6669
C 1.6493 3.5777 1.5898
C 2.5448 4.0944 2.5197
C 2.1063 4.9705 3.5027
C 0.7724 5.3627 3.5547
C -0.1328 4.8609 2.6348
H -0.2644 2.3406 -1.2865
H 0.8967 4.6708 -1.2453
H 0.4518 6.4865 -2.8694
H -1.8229 7.4283 -3.0796
H -3.6754 6.5473 -1.7067
H -3.2497 4.7150 -0.0857
H 1.9670 2.8854 0.8221
H 3.5885 3.8124 2.4693
H 2.8046 5.3477 4.2383
H 0.4376 6.0581 4.3129
H -1.1771 5.1535 2.6750
C -2.8232 -1.2490 1.4834
C -2.5582 0.2292 1.7823
C -3.1649 0.6234 3.1395
C -1.0931 0.5243 1.8743
H -3.8924 -1.4366 1.3861
H -2.4413 -1.8684 2.2983
H -2.3372 -1.5704 0.5559
H -3.0265 0.8459 1.0061
H -2.7366 0.0134 3.9385
H -4.2417 0.4486 3.1172
H -2.9896 1.6738 3.3774
H -0.5657 -0.1263 2.5614
H -0.8370 1.5522 2.1091
C -2.9273 1.6383 -2.1714
C -1.6769 1.4971 -3.0463
P -0.6006 0.0774 -2.5617
C -1.6480 -1.3433 -3.0315
C -1.9459 -1.4761 -4.5264
C 0.7988 0.1860 -3.7504
C 0.6589 1.1467 -4.9316
H -3.4441 2.5738 -2.3878
H -2.6801 1.6261 -1.1054
H -3.6326 0.8274 -2.3558
H -1.0803 2.4152 -3.0277
H -1.9660 1.3531 -4.0867
H -2.5777 -1.2255 -2.4682
H -1.1520 -2.2387 -2.6580
H -2.4996 -0.6213 -4.9166
H -2.5567 -2.3618 -4.7011
H -1.0314 -1.5906 -5.1102
H 0.9602 -0.8304 -4.1111
H 1.6781 0.4400 -3.1569
H -0.2053 0.9161 -5.5544
H 1.5463 1.0621 -5.5591
H 0.5896 2.1876 -4.6138

19
Properties=species:S:1:pos:R:3 method="wB97M-V/def2-TZVPD" orbital_gap_ev=11.039 e_lumo_ev=0.43 total_energy_ev=-13515.46454 total_charge=0 smiles="C=O.O.O.O.O.O" de_lowest_kcal_mol=29.0
O 1.7019 1.6113 1.1364
C 2.6775 1.2716 0.5948
H 3.0817 1.7395 -0.3022
H 3.4839 0.5276 0.8983
H -1.4602 -1.6992 0.4920
H -2.1816 -2.7120 -0.1700
O -1.3443 -2.2820 -0.2521
H 0.9738 1.1952 -2.1764
H 0.8108 -0.1385 -1.7569
O 0.2804 0.5891 -2.0990
H -0.9942 1.0950 -0.5242
H -0.3514 1.3192 1.0989
O -1.1113 1.2301 0.4299
H 1.6078 -2.5690 -1.5694
H 1.0916 -2.1053 -0.3931
O 1.7460 -1.7929 -1.0554
H -2.8375 0.5410 0.8918
H -3.0422 0.2866 2.4465
O -3.3036 0.0056 1.5272

62
Properties=species:S:1:pos:R:3 method="wB97M-V/def2-TZVPD" s_squared=3.78 orbital_gap_ev="6.871 / 3.759" e_lumo_ev="-5.63 / -10.14" total_energy_ev=-44035.26899 total_charge=+2 de_lowest_kcal_mol=0.0 spin_multiplicity=4
C 1.3699 2.6440 1.3270
C 0.3860 2.5719 0.2839
C -0.9192 2.4381 0.8971
H 0.6043 2.7167 -0.7727
C -0.7396 2.4676 2.3126
C 0.6802 2.6156 2.5702
H 1.1568 2.7618 3.5343
H 2.4453 2.6948 1.1771
H -1.8687 2.3513 0.3974
H -1.5566 2.4061 3.0237
Tc 0.2409 0.7930 1.4416
C -1.2529 -2.7995 -4.0607
H -1.9646 -2.8121 -3.2222
H -1.5722 -2.0597 -4.8104
H -0.2447 -2.5521 -3.7004
Si 0.1858 0.2069 -0.9673
C 1.8559 0.1642 -1.8586
C 2.6968 1.2863 -1.9613
H 2.4142 2.2341 -1.5026
C 3.9032 1.2114 -2.6685
H 4.5297 2.1033 -2.7602
C 4.2944 0.0043 -3.2622
H 5.2406 -0.0582 -3.8053
C 3.4650 -1.1221 -3.1585
H 3.7555 -2.0606 -3.6393
C 2.2640 -1.0468 -2.4428
H 1.6302 -1.9300 -2.3400
C -0.9979 1.1434 -2.1440
C -0.5800 1.5959 -3.4051
H 0.3919 1.2868 -3.7968
C -1.4044 2.4421 -4.1625
H -1.0615 2.7971 -5.1366
C -2.6681 2.8184 -3.6889
H -3.3071 3.4855 -4.2728
C -3.1249 2.3077 -2.4690
H -4.1202 2.5578 -2.0915
C -2.3055 1.4504 -1.7314
H -2.6928 1.0415 -0.7949
H -0.3406 -1.1641 -1.1666
H -1.2317 -3.7969 -4.5295
N 1.0006 -1.8106 2.4852
C -0.2592 -2.1486 1.9363
C -0.7107 -3.4633 1.9230
C -1.9296 -3.7353 1.3090
C -2.6040 -2.6713 0.6909
C -2.1032 -1.3751 0.8064
N -0.9294 -1.1139 1.4604
C 0.8621 -1.0730 3.6807
C 1.1500 -1.6462 4.9151
C 0.8018 -0.9462 6.0685
C 0.1997 0.2994 5.9143
C -0.1123 0.7587 4.6358
N 0.3365 0.1416 3.4956
H 1.4928 -2.6703 2.6852
H -0.0847 -4.2160 2.4083
H -2.3342 -4.7471 1.2780
H -3.4815 -2.8383 0.0658
H -2.6042 -0.5264 0.3449
H 1.5564 -2.6601 4.9124
H 0.9637 -1.3584 7.0560
H -0.0346 0.9576 6.7504
H -0.7337 1.6473 4.5355

83
Properties=species:S:1:pos:R:3 method="wB97M-V/def2-TZVPD" orbital_gap_ev=4.500 e_lumo_ev=-2.46 total_energy_ev=-60969.51410 total_charge=0 de_lowest_kcal_mol=62.6
F 2.2190 -4.3211 2.1454
C 1.7161 -4.2837 0.8912
C 0.9277 -5.3239 0.4423
C 0.2940 -5.2378 -0.7783
C 0.4409 -4.1132 -1.5618
C 1.2295 -3.0677 -1.1279
F 1.3278 -1.9255 -1.8439
C 1.8856 -3.1724 0.0832
B 2.8243 -1.9442 0.3646
C 3.5267 -2.0151 1.7627
C 3.0449 -1.1588 2.7307
F 2.0073 -0.3408 2.4448
C 3.6369 -1.1584 3.9768
C 4.6755 -2.0243 4.2486
C 5.1397 -2.8864 3.2788
C 4.5801 -2.8727 2.0178
F 5.0905 -3.6463 1.0349
C 3.8916 -1.6694 -0.7620
C 4.4147 -0.3933 -0.6769
F 3.9602 0.4577 0.2677
C 5.4057 -0.0040 -1.5542
C 5.8666 -0.8855 -2.5054
C 5.3482 -2.1608 -2.5816
C 4.3616 -2.5666 -1.7038
F 3.8789 -3.8278 -1.7676
H 2.1049 -0.9896 0.3845
H 0.8098 -6.1856 1.0770
H -0.3425 -6.0412 -1.1075
H -0.0517 -4.0221 -2.5142
H 3.2738 -0.4657 4.7156
H 5.1340 -2.0222 5.2225
H 5.9401 -3.5786 3.4763
H 5.7960 0.9963 -1.4743
H 6.6289 -0.5734 -3.1993
H 5.6927 -2.8594 -3.3236
C -1.2916 3.8737 -6.8803
C -0.8526 2.4303 -7.1852
C -0.2772 1.8925 -5.8641
N -0.8143 2.7535 -4.7796
C -0.5951 2.5290 -3.4162
C 0.2926 1.5270 -2.9887
C 0.5001 1.2867 -1.6579
C -0.2214 2.0002 -0.6737
C -0.1165 1.6841 0.7209
C -1.2837 1.5346 1.5812
C -2.2319 0.5214 1.3027
C -3.3156 0.3182 2.1062
C -3.5455 1.1367 3.2224
N -4.6630 0.9104 4.0332
C -5.1164 1.7826 5.1471
C -6.4471 1.1959 5.6519
C -6.4620 -0.2641 5.1656
C -5.5348 -0.2917 3.9380
C -2.6378 2.1776 3.4839
C -1.5297 2.3650 2.7006
C -1.1194 3.0004 -1.1147
C -1.2845 3.2703 -2.4447
C -1.5487 3.9105 -5.3617
H -0.4930 4.5786 -7.1423
H -2.1724 4.1713 -7.4622
H -1.7133 1.8248 -7.4948
H -0.1259 2.3804 -8.0049
H -0.5576 0.8499 -5.6816
H 0.8154 1.9520 -5.8415
H 0.8044 0.9370 -3.7300
H 1.1560 0.4914 -1.3506
H 0.8260 1.2810 1.0686
H -2.0542 -0.1185 0.4563
H -4.0023 -0.4820 1.8886
H -4.3465 1.7731 5.9236
H -5.2230 2.8142 4.7973
H -6.5508 1.2679 6.7408
H -7.2904 1.7478 5.2197
H -6.0732 -0.9331 5.9436
H -7.4738 -0.6162 4.9290
H -6.0967 -0.2352 2.9998
H -4.9208 -1.1988 3.9021
H -2.8201 2.8245 4.3254
H -0.8417 3.1654 2.9104
H -1.6616 3.5649 -0.3760
H -1.9524 4.0543 -2.7599
H -1.2051 4.8459 -4.9068
H -2.6111 3.7981 -5.1245

12
Properties=species:S:1:pos:R:3 method="wB97M-V/def2-TZVPD" orbital_gap_ev=9.442 e_lumo_ev=0.74 total_energy_ev=-33146.42349 total_charge=0 smiles=CCSPS de_lowest_kcal_mol=16.6
C 0.8326 0.0397 1.6546
C -0.4479 0.5499 0.9500
P 0.2619 -0.5170 -1.9075
S -1.6798 -0.7000 -2.6910
S -0.0354 1.2375 -0.6878
H 1.4103 0.8418 2.1981
H 0.6257 -0.6910 2.4223
H 1.5078 -0.4560 0.9170
H -0.7732 1.6206 1.2149
H -1.2408 -0.1053 1.0685
H 1.1583 0.1255 -2.8972
H -1.6195 -1.9456 -2.2418

66
Properties=species:S:1:pos:R:3 method="wB97M-V/def2-TZVPD" orbital_gap_ev=7.994 e_lumo_ev=-2.99 total_energy_ev=-51245.64693 total_charge=+1 de_lowest_kcal_mol=0.0
Ir 0.1581 0.7399 -0.5179
O -3.3329 -1.2084 -1.0792
C -2.5836 -0.3044 -0.7590
O -1.4699 -0.0771 -1.4130
C -3.0056 0.6064 0.4098
P -1.8368 1.2802 1.6946
C -0.3662 0.1917 1.3653
C -0.7834 -1.2947 1.4344
C 0.9078 -1.1685 -0.3365
C 2.0239 -1.3056 0.6774
C 2.0188 -0.6080 1.8033
C 1.0165 0.5322 1.9762
C -1.2170 2.7872 0.8342
C -1.2581 2.9802 -0.5554
C -0.6869 4.1175 -1.1255
C -0.1037 5.0803 -0.3215
C -0.0913 4.9119 1.0582
C -0.6356 3.7738 1.6297
H -3.7896 0.0606 0.9328
H -3.5046 1.4817 -0.0182
H -1.8642 -1.3541 1.2902
H 1.1954 -1.6202 -1.2839
H 2.7697 -2.0753 0.5108
H 2.7647 -0.7528 2.5738
H 1.0174 0.9351 2.9905
H -1.8157 2.3081 -1.1994
H -0.7352 4.2581 -2.1978
H 0.3216 5.9704 -0.7654
H 0.3357 5.6784 1.6928
H -0.6280 3.6546 2.7070
C 1.5303 1.4851 0.9534
C 2.2216 2.1266 0.1696
C 3.0626 2.8875 -0.7055
C 3.3725 4.2202 -0.4315
C 4.2202 4.9166 -1.2756
C 4.7470 4.2968 -2.4007
C 4.4422 2.9704 -2.6776
C 3.6113 2.2614 -1.8289
H 2.9612 4.6908 0.4484
H 4.4708 5.9459 -1.0573
H 5.4027 4.8477 -3.0615
H 4.8608 2.4880 -3.5502
H 3.3763 1.2229 -2.0244
C -2.1470 -4.9764 -1.7818
C -1.6111 -3.8139 -2.5898
N -0.8182 -2.9206 -1.7433
C -0.9190 -2.8774 -0.4050
N -0.1967 -1.9563 0.2560
C -0.5066 -2.0235 2.7518
C -0.4767 -3.5238 2.4938
C -1.6741 -4.0234 1.6997
N -1.7106 -3.7189 0.2580
C -2.7483 -4.4321 -0.5010
H -1.3509 -5.6839 -1.5398
H -2.8999 -5.5073 -2.3627
H -2.4398 -3.2342 -3.0016
H -0.9838 -4.1585 -3.4110
H -0.7009 -1.9900 -2.1270
H -1.3103 -1.7774 3.4507
H 0.4267 -1.7136 3.2170
H -0.4871 -4.0597 3.4441
H 0.4492 -3.8027 1.9871
H -2.6022 -3.6510 2.1467
H -1.7055 -5.1124 1.7682
H -3.5719 -3.7459 -0.7093
H -3.1158 -5.2361 0.1327

14
Properties=species:S:1:pos:R:3 method="wB97M-V/def2-TZVPD" orbital_gap_ev=7.617 e_lumo_ev=6.77 total_energy_ev=-21901.01171 total_charge=-2 smiles="O=C([O-])C(O)(O)C(F)(F)C(=O)[O-]" de_lowest_kcal_mol=8.5
C 1.2080 0.1225 -1.4514
C -0.9060 -0.0103 1.7958
C -0.1148 -0.1272 -0.7218
C 0.4158 -0.0162 0.9281
O 1.2313 1.3506 -1.8401
O -1.1098 0.8987 2.6089
O 1.9525 -0.7757 -1.8400
O -1.5568 -1.0582 1.5450
O -0.7209 -1.3117 -0.9985
O -1.0764 0.9052 -0.8748
F 1.1657 1.1036 1.0852
F 1.1211 -1.0737 1.2922
H -1.2711 -1.5861 -0.2303
H -0.3386 1.5785 -1.2985

41
Properties=species:S:1:pos:R:3 method="wB97M-V/def2-TZVPD" orbital_gap_ev=9.740 e_lumo_ev=0.66 total_energy_ev=-27513.09452 total_charge=0 smiles="O=C(CCc1nc(-c2ccccc2)no1)NC[C@@H]1CCCO1" de_lowest_kcal_mol=55.1
O -2.2391 -1.7268 1.6096
C -1.8937 -0.6647 1.1346
N -2.6783 0.4325 1.1291
H -2.3898 1.2626 0.6356
C -4.0457 0.4255 1.5879
H -4.1975 -0.4849 2.1699
H -4.2146 1.3017 2.2194
C -5.0265 0.4619 0.4054
C -4.8895 -0.7574 -0.5293
H -5.8726 -1.1673 -0.7584
C -4.2469 -0.1750 -1.7888
H -3.1594 -0.2032 -1.7131
C -4.7426 1.2689 -1.7404
H -5.7618 1.3382 -2.1481
O -4.7430 1.6214 -0.3728
H -4.1013 1.9781 -2.2662
H -4.5510 -0.6879 -2.6978
H -4.2850 -1.5381 -0.0742
H -6.0475 0.5371 0.8066
C -0.5132 -0.4303 0.5325
H -0.5959 0.1301 -0.3999
C 0.2058 -1.7559 0.3019
C 1.6477 -1.5560 0.0452
N 2.3617 -0.5057 0.3045
C 3.6158 -0.8638 -0.1181
N 3.6479 -2.0746 -0.6123
O 2.3713 -2.5362 -0.5129
C 4.7658 0.0123 -0.0230
C 4.6238 1.2823 0.5307
C 5.7200 2.1188 0.6233
C 6.9579 1.6958 0.1663
C 7.1012 0.4316 -0.3854
C 6.0115 -0.4117 -0.4819
H 6.1017 -1.3990 -0.9070
H 8.0675 0.1049 -0.7403
H 7.8130 2.3518 0.2400
H 5.6109 3.1037 1.0530
H 3.6522 1.5938 0.8816
H -0.2336 -2.3066 -0.5324
H 0.0824 -2.3799 1.1932
H 0.0706 0.1720 1.2318

5
Properties=species:S:1:pos:R:3 method="wB97M-V/def2-TZVPD" orbital_gap_ev="8.445 / 8.439" e_lumo_ev="-2.85 / -2.85" total_energy_ev=-9201.71211 total_charge=0 de_lowest_kcal_mol=97.3
C 0.6102 0.0039 0.0280
F -1.7743 0.8133 -0.1957
F 0.8448 -0.7491 1.0535
F 0.6929 -0.6939 -1.0154
H -0.3736 0.6258 0.1296

19
Properties=species:S:1:pos:R:3 method="wB97M-V/def2-TZVPD" orbital_gap_ev=7.502 e_lumo_ev=3.28 total_energy_ev=-107350.27818 total_charge=-1 de_lowest_kcal_mol=43.9
C -1.1514 -1.7107 0.0248
C -0.9143 -0.7599 -0.8813
C -0.8158 0.7146 -0.6604
C -1.1077 -1.5133 1.4723
C -0.2310 -0.7283 2.1181
C 0.2059 1.4320 -1.4653
N -1.7564 1.2698 0.0174
O 2.7398 1.2607 -1.9927
O 2.1575 1.0003 0.2979
O 1.6748 -0.8270 -1.3659
S 1.7077 0.6154 -1.2977
Cl -1.0280 -1.1293 -2.5384
Br 0.6071 3.2059 -0.9890
H -1.3600 -2.6156 -0.3500
H -1.7884 -2.1238 1.9124
H 2.7252 0.3529 0.5596
H 0.4615 -0.1186 1.6559
H -0.3171 -0.5642 3.2588
H -1.8094 2.2390 0.2234